[1]
This record from OMol25 describes a cluster of 2 separate species, C3H6ClN in total. The level of theory is the ωB97M-V functional and the def2-TZVPD basis.

Geometry as XYZ:
```
11
Properties=species:S:1:pos:R:3
C 0.02748 -0.57713 0.04518
C 2.07087 -0.64874 -0.60718
C -1.73300 1.11008 0.36067
N -0.53616 0.47405 -0.08405
Cl -0.35779 -2.14165 0.73082
H 1.90822 -0.58452 -1.70303
H 2.23487 0.26239 -0.14807
H 2.31586 -1.46253 -0.04812
H -1.79550 0.94857 1.46606
H -2.41971 0.42074 -0.15814
H -1.71515 2.19874 0.14584
```

DFT total energy   -632.72849 Ha
HOMO level   -8.296 eV
2S+1   1
Gap between HOMO and LUMO   9.12 eV
Energy above the lowest of the compared OMol25 structures with the same formula, charge and spin   257.9 kJ/mol


[2]
This record from OMol25 describes a structure of composition C9H49NO24S. The level of theory is the ωB97M-V functional and the def2-TZVPD basis.

Geometry as XYZ:
```
84
Properties=species:S:1:pos:R:3
O 2.97146 0.03734 -1.89720
O 3.92829 1.57921 -0.21822
O -1.62143 -2.07709 -0.07394
O 2.77271 -0.66335 0.61056
C -2.59358 0.62673 0.15366
C -3.46761 -0.44520 0.02421
C 1.01819 0.98496 0.82786
C 0.56691 -1.31474 0.22543
C -0.36389 1.31634 0.82253
C 1.49369 -0.28682 0.47484
C -0.77076 -1.05323 0.20728
C -1.20457 0.29564 0.36917
N 5.04087 -0.51854 -0.71675
C -3.00422 -1.87707 0.05222
S 3.59478 0.16538 -0.56822
H -2.89267 1.70011 0.16641
H -4.49763 -0.17981 -0.24688
H 1.68511 1.81287 1.12455
H 0.86147 -2.34006 0.21793
H -0.71496 2.31873 1.01243
H 5.09037 -0.81771 -1.68836
H 5.69635 0.27140 -0.55263
H -3.24476 -2.23978 1.09412
H -3.49997 -2.37453 -0.80688
O 5.48086 -1.44552 -3.34416
H 5.22885 -2.40586 -3.53910
H 6.42442 -1.29363 -3.67641
O -0.09443 -3.94067 2.44936
H -1.01703 -3.89763 2.03618
H -0.07096 -3.30360 3.23508
O 1.33137 3.75986 3.06854
H 2.12310 3.72370 2.43956
H 1.47970 4.52102 3.71846
O 1.43627 4.05441 -0.92650
H 1.14353 3.13982 -1.24522
H 2.30780 4.28432 -1.38623
O 2.86107 0.30859 -4.83923
H 3.24675 -0.34566 -5.50778
H 3.14563 0.01725 -3.91299
O 7.08137 1.54409 -0.30049
H 7.65962 1.22263 -1.06603
H 7.13095 2.55425 -0.27067
O 3.14049 -0.35334 3.73726
H 2.34230 0.26768 3.76860
H 2.97884 -1.10762 4.39201
O -1.24789 -3.40090 -2.48595
H -1.65964 -3.12529 -3.36814
H -0.99326 -2.56178 -1.98117
O 3.64242 3.58015 1.63998
H 3.92845 4.54954 1.59275
H 3.87111 3.14074 0.75772
O -3.99459 -0.81295 -3.18739
H -4.81011 -0.21564 -3.14366
H -4.30968 -1.77236 -3.25084
O -4.27791 2.47377 -1.99881
H -4.72339 1.57888 -2.15524
H -3.32573 2.41504 -2.33597
O -3.86624 4.63023 -0.20187
H -2.87770 4.78529 -0.05185
H -3.97068 3.83008 -0.81228
O -3.14247 -2.92654 3.95205
H -3.65932 -3.28741 4.74351
H -2.44462 -2.28130 4.29907
O 6.29364 1.27882 -3.64528
H 6.43354 1.72068 -4.54470
H 5.81816 0.39869 -3.79708
O -5.00280 -0.90834 3.26518
H -4.36692 -1.69366 3.21337
H -5.70926 -1.02716 2.55065
O -2.91345 -4.73948 1.89620
H -3.15785 -4.01517 2.55908
H -3.58330 -5.49194 1.99037
O 0.82123 1.87717 -2.74249
H 1.20924 1.02229 -2.36515
H 1.12399 1.96315 -3.70411
O -6.89281 -1.18210 1.48363
H -7.43798 -0.41656 1.10880
H -7.51213 -1.77858 2.01692
O -1.65157 3.46011 3.16829
H -1.97503 3.67544 4.10251
H -0.66939 3.69668 3.11249
O -1.68077 -5.26773 -0.47866
H -1.24743 -4.47525 -0.93470
H -2.24248 -4.92154 0.28840
```

DFT total energy   -2630.87440 Ha
HOMO level   -7.641 eV
2S+1   1
Gap between HOMO and LUMO   7.30 eV


[3]
This record from OMol25 describes an isolated molecule of H3NOP2. The level of theory is the ωB97M-V functional and the def2-TZVPD basis.

Geometry as XYZ:
```
7
Properties=species:S:1:pos:R:3
N -1.01882 -0.79394 -1.22740
O -0.57882 -1.79312 -0.80961
P 1.02702 0.68166 0.91691
P -0.86351 0.72250 -0.12571
H 0.50655 0.17270 2.20086
H 1.59945 -0.39796 0.28517
H -0.67187 1.40816 -1.24021
```

SMILES string   O=N[PH]#[PH2]
DFT total energy   -814.37456 Ha
HOMO level   -8.599 eV
2S+1   1
Gap between HOMO and LUMO   8.41 eV
Energy above the lowest of the compared OMol25 structures with the same formula, charge and spin   21.0 kJ/mol


Q: Which value of HOMO level does entry 1 give?
A: -8.296 eV


Q: Which of these has the lowest gap between HOMO and LUMO?
A: C9H49NO24S